This record from OMol25 describes a molecular structure, C45H37F6N5O6PReS4Si in a non-equilibrium geometry. The level of theory is wB97M-V/def2-TZVPD.

Each line ends with the Mulliken charge.
Geometry (Å):
Re: 0.254 0.894 -0.382  0.194
C: -2.404 4.374 2.728  -0.718
O: -2.699 3.257 1.855  -0.304
C: -1.679 2.623 1.339  0.774
S: -0.097 2.875 1.599  0.018
S: -2.205 1.427 0.079  -0.636
H: -3.371 4.776 3.007  0.290
H: -1.810 5.106 2.182  0.391
H: -1.853 4.020 3.598  0.279
F: -0.308 1.200 -2.358  -0.673
P: -1.235 0.811 -3.940  1.192
F: -2.042 0.540 -5.265  -0.377
F: -2.531 0.751 -2.987  -0.245
F: 0.177 0.920 -4.643  -0.325
F: -0.977 -0.713 -3.621  -0.302
F: -1.406 2.391 -4.013  -0.260
C: 3.717 -4.151 1.509  -0.726
C: 2.573 -3.584 2.056  -1.105
C: 1.800 -2.716 1.302  -1.217
C: 2.133 -2.384 -0.015  1.488
C: 3.288 -2.972 -0.546  -0.362
C: 4.071 -3.842 0.204  -1.198
Si: 0.970 -1.431 -1.174  -0.448
C: -0.504 -2.606 -1.264  0.576
C: -0.258 -3.963 -1.503  -0.475
C: -1.294 -4.881 -1.600  -0.795
C: -2.608 -4.462 -1.438  -0.644
C: -2.873 -3.129 -1.168  -1.027
C: -1.829 -2.217 -1.086  0.233
C: 1.871 -1.374 -2.843  1.318
C: 1.493 -2.244 -3.872  -0.632
C: 2.167 -2.278 -5.083  -0.708
C: 3.250 -1.438 -5.303  -0.666
C: 3.652 -0.575 -4.296  -1.162
C: 2.967 -0.545 -3.086  -0.189
H: 4.322 -4.832 2.094  0.549
H: 2.280 -3.821 3.072  0.967
H: 0.884 -2.334 1.749  0.606
H: 3.592 -2.745 -1.559  0.447
H: 4.959 -4.280 -0.237  0.415
H: 0.764 -4.319 -1.595  0.451
H: -1.074 -5.924 -1.794  0.423
H: -3.419 -5.175 -1.515  0.381
H: -3.893 -2.794 -1.024  0.425
H: -2.063 -1.183 -0.871  0.548
H: 0.639 -2.896 -3.740  0.352
H: 1.841 -2.960 -5.859  0.394
H: 3.779 -1.463 -6.248  0.394
H: 4.512 0.070 -4.440  0.701
H: 3.340 0.117 -2.319  0.610
O: 3.156 1.775 -0.595  -0.643
C: 2.103 1.334 -0.524  1.919
O: -1.687 -0.567 1.763  -0.617
C: -0.534 -0.526 2.146  -1.185
N: -0.070 -0.931 3.351  0.229
C: 1.295 -0.520 3.597  2.815
C: 1.686 -0.052 2.181  -1.036
O: 2.787 0.294 1.844  -0.686
N: 0.541 -0.020 1.391  1.096
C: 2.141 -1.648 4.170  0.176
C: 1.679 -2.275 5.326  -0.499
C: 2.397 -3.307 5.905  -0.924
C: 3.602 -3.711 5.343  -0.788
C: 4.074 -3.079 4.205  -0.507
C: 3.348 -2.050 3.615  -0.568
C: 1.363 0.719 4.508  -0.498
C: 0.239 1.188 5.175  -0.229
C: 0.326 2.306 5.997  -0.859
C: 1.533 2.968 6.147  -0.532
C: 2.660 2.500 5.480  -1.034
C: 2.578 1.379 4.672  -0.125
H: -0.663 -1.402 4.009  0.400
H: 0.756 -1.944 5.793  0.392
H: 2.023 -3.788 6.800  0.420
H: 4.169 -4.515 5.795  0.421
H: 5.010 -3.389 3.759  0.678
H: 3.723 -1.572 2.721  0.531
H: -0.718 0.700 5.046  0.356
H: -0.557 2.658 6.518  0.472
H: 1.602 3.842 6.783  0.408
H: 3.607 3.013 5.589  0.437
H: 3.456 1.019 4.150  0.506
N: 2.879 2.322 -6.252  -0.586
C: 2.266 2.997 -5.216  0.322
C: 1.196 3.862 -5.458  -0.552
C: 0.562 4.501 -4.411  -0.698
C: 1.010 4.295 -3.112  -0.244
C: 2.111 3.480 -2.864  -0.782
C: 2.741 2.846 -3.907  -0.475
S: 0.133 4.933 -1.756  1.079
O: 1.042 5.157 -0.668  -0.713
O: -0.727 5.998 -2.210  -0.775
N: -0.813 3.674 -1.264  0.076
C: -2.068 3.588 -1.562  0.176
S: -3.121 4.614 -2.509  -0.022
C: -4.474 3.548 -2.225  -0.468
C: -4.163 2.532 -1.429  -0.655
N: -2.820 2.555 -1.032  0.572
H: 2.334 2.210 -7.090  0.249
H: 3.382 1.489 -5.991  0.229
H: 0.841 4.003 -6.472  0.353
H: -0.283 5.151 -4.590  0.468
H: 2.471 3.363 -1.853  1.179
H: 3.584 2.193 -3.716  0.573
H: -5.433 3.743 -2.675  0.454
H: -4.788 1.720 -1.094  0.488

As for the molar mass: 1231.3 u. The net charge is 0. The calculation puts the energy at -145949.949 eV. The value obtained for the frontier orbital gap (spin up / spin down) is 6.8 / 6.8 eV. The calculation puts the energy relative to the best compared isomer or geometry (same formula, charge and spin) at 86.0 kcal per mole.

=====

This record from OMol25 describes a molecular structure, C45H37F6N5O6PReS4Si. The level of theory is wB97M-V/def2-TZVPD.

Each line ends with the Mulliken charge.
Geometry (Å):
Re: -0.556 -0.003 0.978  1.211
C: -4.438 2.699 1.579  -1.269
O: -3.468 1.720 1.134  0.410
C: -3.905 0.620 0.562  0.108
S: -5.452 0.213 0.235  -0.231
S: -2.705 -0.576 0.069  -0.324
H: -3.868 3.425 2.137  0.197
H: -5.177 2.224 2.214  0.442
H: -4.922 3.149 0.716  0.441
F: -1.918 0.414 2.846  -0.846
P: -1.755 1.596 4.110  1.708
F: -1.606 2.679 5.257  -0.366
F: -1.564 2.702 2.949  -0.340
F: -1.930 0.394 5.150  -0.407
F: -0.170 1.331 4.075  -0.366
F: -3.335 1.774 4.029  -0.407
C: -2.679 -5.134 3.342  -0.709
C: -2.916 -3.765 3.342  -0.899
C: -2.296 -2.954 2.398  -0.906
C: -1.412 -3.490 1.455  1.326
C: -1.185 -4.870 1.474  -0.099
C: -1.821 -5.687 2.400  -0.853
Si: -0.497 -2.465 0.190  0.851
C: -1.170 -2.638 -1.543  0.638
C: -1.843 -3.806 -1.906  -0.844
C: -2.404 -3.943 -3.170  -0.762
C: -2.296 -2.910 -4.092  -0.766
C: -1.608 -1.748 -3.755  -0.879
C: -1.048 -1.615 -2.491  0.329
C: 1.217 -3.213 0.126  0.726
C: 1.827 -3.480 -1.103  -0.305
C: 3.039 -4.162 -1.164  -0.723
C: 3.657 -4.589 0.005  -0.960
C: 3.070 -4.323 1.239  -1.294
C: 1.863 -3.641 1.296  -0.127
H: -3.164 -5.770 4.075  0.374
H: -3.586 -3.326 4.071  0.497
H: -2.524 -1.892 2.395  0.389
H: -0.494 -5.316 0.759  0.457
H: -1.644 -6.757 2.387  0.417
H: -1.946 -4.620 -1.188  0.276
H: -2.936 -4.853 -3.430  0.421
H: -2.752 -3.006 -5.073  0.372
H: -1.522 -0.936 -4.470  0.452
H: -0.517 -0.699 -2.244  0.179
H: 1.341 -3.164 -2.025  0.284
H: 3.497 -4.370 -2.126  0.608
H: 4.593 -5.138 -0.046  0.475
H: 3.545 -4.662 2.156  0.445
H: 1.398 -3.472 2.268  0.781
O: 1.496 0.004 -1.207  -0.479
C: 1.264 -0.217 -0.050  -0.688
O: 0.903 1.850 1.377  -0.682
C: 0.125 2.471 0.611  -0.969
N: 0.010 3.777 0.367  0.621
C: -0.943 4.009 -0.736  3.540
C: -1.499 2.565 -0.949  -1.404
O: -2.364 2.268 -1.716  -0.614
N: -0.781 1.729 -0.092  1.554
C: -0.202 4.510 -1.989  -0.204
C: 0.405 5.766 -1.942  -0.200
C: 1.093 6.257 -3.042  -0.947
C: 1.178 5.496 -4.205  -0.435
C: 0.584 4.246 -4.252  -1.102
C: -0.102 3.749 -3.146  -0.170
C: -2.073 4.954 -0.327  -0.638
C: -2.171 5.421 0.977  -0.219
C: -3.184 6.310 1.327  -0.898
C: -4.106 6.724 0.378  -0.454
C: -4.020 6.241 -0.927  -0.915
C: -3.006 5.364 -1.280  -0.238
H: 0.635 4.467 0.753  0.346
H: 0.326 6.371 -1.041  0.400
H: 1.555 7.238 -2.995  0.403
H: 1.704 5.882 -5.072  0.401
H: 0.651 3.646 -5.153  0.447
H: -0.567 2.771 -3.195  0.618
H: -1.465 5.082 1.730  0.343
H: -3.251 6.674 2.347  0.432
H: -4.891 7.420 0.650  0.423
H: -4.741 6.558 -1.672  0.423
H: -2.935 4.991 -2.297  0.457
N: 6.020 -4.036 -3.230  -0.481
C: 5.571 -3.051 -2.376  0.871
C: 5.913 -3.084 -1.017  -0.929
C: 5.396 -2.151 -0.146  -0.248
C: 4.548 -1.157 -0.636  -0.152
C: 4.220 -1.087 -1.991  -0.579
C: 4.728 -2.034 -2.850  -0.460
S: 3.938 0.032 0.461  1.196
O: 3.767 1.277 -0.199  -0.630
O: 4.649 -0.068 1.698  -0.814
N: 2.335 -0.515 0.881  0.705
C: 1.934 -0.863 2.167  0.512
S: 2.901 -1.259 3.516  -0.161
C: 1.490 -1.656 4.427  -0.668
C: 0.383 -1.461 3.710  -0.952
N: 0.629 -1.019 2.407  0.563
H: 6.770 -4.631 -2.929  0.191
H: 5.941 -3.892 -4.219  0.212
H: 6.587 -3.854 -0.652  0.324
H: 5.653 -2.169 0.908  0.501
H: 3.575 -0.293 -2.349  0.518
H: 4.476 -2.000 -3.906  0.341
H: 1.561 -1.975 5.459  0.544
H: -0.635 -1.596 4.041  0.314

As for the molar mass: 1231.3 u. The net charge is 0. Its spin multiplicity is 3. The calculation puts the energy at -145951.842 eV. Its expectation value of S² is 2.02. The value obtained for the frontier orbital gap (spin up / spin down) is 7.4 / 6.7 eV. The calculation puts the energy relative to the best compared isomer or geometry (same formula, charge and spin) at 37.7 kcal per mole.

=====

This record from OMol25 describes a molecular structure, C45H37FeO4P2S. The level of theory is wB97M-V/def2-TZVPD.

Each line ends with the Mulliken charge.
Geometry (Å):
Fe: -0.200 0.178 0.366  -0.099
O: 3.623 0.616 2.330  -0.790
S: 2.527 0.278 1.414  1.267
C: 1.659 1.830 1.061  0.593
C: 1.708 2.810 2.053  -0.722
C: 1.182 4.060 1.814  -1.053
C: 0.627 4.360 0.569  -0.929
C: 0.593 3.410 -0.426  -0.727
C: 1.107 2.123 -0.197  0.095
P: 1.113 0.803 -1.433  2.178
C: 0.051 1.187 -2.825  0.926
C: -1.181 1.825 -2.657  -0.773
C: -2.000 2.034 -3.753  -0.995
C: -1.613 1.588 -5.012  -0.833
C: -0.401 0.934 -5.177  -0.814
C: 0.433 0.732 -4.088  -0.938
C: 2.830 0.762 -2.001  0.940
C: 3.779 -0.183 -1.628  0.346
C: 5.091 -0.043 -2.053  -1.117
C: 5.457 1.035 -2.844  -0.653
C: 4.512 1.982 -3.216  -0.860
C: 3.200 1.851 -2.799  -0.698
C: 1.209 -0.438 2.441  0.432
C: 1.096 0.033 3.749  -1.043
C: 0.105 -0.453 4.573  -1.022
C: -0.786 -1.423 4.106  -0.942
C: -0.654 -1.930 2.834  -1.166
C: 0.365 -1.460 1.983  0.056
P: 0.489 -2.075 0.296  2.097
C: -0.634 -3.470 0.083  0.077
C: -0.175 -4.684 0.611  -0.574
C: -0.973 -5.812 0.544  -0.759
C: -2.220 -5.745 -0.065  -0.587
C: -2.667 -4.550 -0.607  -0.573
C: -1.880 -3.411 -0.534  -0.269
C: 2.112 -2.773 -0.021  0.125
C: 3.088 -2.911 0.965  0.203
C: 4.289 -3.531 0.654  -0.874
C: 4.502 -4.036 -0.623  -0.596
C: 3.517 -3.927 -1.596  -0.845
C: 2.322 -3.296 -1.297  -0.356
H: 2.215 2.593 2.982  0.569
H: 1.238 4.825 2.576  0.501
H: 0.256 5.357 0.371  0.511
H: 0.203 3.666 -1.401  0.582
H: -1.505 2.165 -1.681  0.353
H: -2.942 2.553 -3.628  0.563
H: -2.257 1.756 -5.864  0.451
H: -0.099 0.586 -6.155  0.472
H: 1.385 0.236 -4.227  0.512
H: 3.511 -1.011 -0.998  0.821
H: 5.829 -0.776 -1.756  0.505
H: 6.483 1.145 -3.169  0.437
H: 4.798 2.825 -3.830  0.464
H: 2.469 2.595 -3.094  0.442
H: 1.822 0.747 4.112  0.614
H: 0.026 -0.097 5.591  0.521
H: -1.561 -1.802 4.758  0.510
H: -1.317 -2.712 2.486  0.502
H: 0.801 -4.750 1.074  0.455
H: -0.618 -6.744 0.960  0.451
H: -2.838 -6.631 -0.123  0.425
H: -3.631 -4.504 -1.096  0.473
H: -2.219 -2.485 -0.967  0.084
H: 2.922 -2.544 1.970  0.450
H: 5.052 -3.631 1.414  0.513
H: 5.437 -4.530 -0.856  0.473
H: 3.679 -4.333 -2.585  0.483
H: 1.554 -3.215 -2.059  0.467
C: -3.876 4.363 4.290  -0.787
O: -4.696 3.832 3.249  -0.436
C: -4.175 2.970 2.389  1.034
C: -5.081 2.505 1.397  -1.141
C: -4.658 1.614 0.470  -1.343
C: -3.319 1.125 0.454  0.311
C: -2.921 0.161 -0.499  1.023
C: -3.890 -0.343 -1.526  -2.493
O: -1.755 -0.351 -0.569  0.035
C: -2.416 1.617 1.450  0.052
O: -1.159 1.260 1.506  1.377
C: -2.862 2.531 2.412  -0.702
H: -4.515 5.034 4.853  0.251
H: -3.036 4.918 3.871  0.333
H: -3.517 3.563 4.940  0.329
H: -6.095 2.877 1.417  0.503
H: -5.357 1.260 -0.274  0.509
H: -4.758 -0.804 -1.054  0.455
H: -3.404 -1.059 -2.184  0.443
H: -4.252 0.488 -2.133  0.514
H: -2.151 2.876 3.147  0.399

As for the molar mass: 791.6 u. The net charge is +2. Its spin multiplicity is 2. The calculation puts the energy at -119240.620 eV. Its expectation value of S² is 1.07. The value obtained for the frontier orbital gap (spin up / spin down) is 5.8 / 7.7 eV.